Entry 1:
# C6H3F2N

An isolated molecule of C6H3F2N in a non-equilibrium geometry (ωB97M-V with the def2-TZVPD basis set, OMol25).

The geometry in XYZ format:
```
12
Properties=species:S:1:pos:R:3:forces:R:3
C -0.624010 0.648022 1.224402 0.72 1.11 1.99
C -0.377017 -0.810480 1.053845 -1.22 -2.44 0.20
C 0.137249 1.353868 0.357962 0.24 -0.73 -0.36
C 0.329492 -1.040705 -0.045903 1.08 -0.73 1.17
C -0.980349 -0.528719 -2.352681 0.27 0.68 -0.24
C 0.679199 0.296343 -0.602480 -0.76 -0.82 -1.88
N -0.187765 0.094100 -1.747914 -0.94 0.76 -1.20
F 0.638780 -2.176248 -0.767487 -0.49 1.90 1.78
F 1.927252 0.356093 -1.084151 0.93 0.80 0.28
H -1.185773 1.090879 2.137040 0.96 -0.90 -1.90
H -0.807392 -1.694113 1.575071 -0.05 1.24 -0.04
H 0.450335 2.410959 0.252295 -0.73 -0.86 0.21
```
Forces are in eV/Å.

Computed properties:
HOMO	-9.600	eV
strongest force on any atom	2.74	eV/A
E_LUMO	-0.274	eV
Kohn-Sham gap	9.33	eV
E_tot	-13191.55298	eV

---

Entry 2:
# C19H17ClOPTb

C19H17ClOPTb as an isolated structure in a non-equilibrium geometry (ωB97M-V with the def2-TZVPD basis set, OMol25).

The geometry in XYZ format:
```
40
Properties=species:S:1:pos:R:3:forces:R:3
Tb -0.065644 -3.035636 -1.182566 2.56 -2.28 0.27
Cl 0.950198 -5.232476 -0.463153 -1.07 0.97 -0.50
P 0.357114 -0.629671 0.072134 -1.10 2.39 0.36
C 1.361972 0.572515 -0.806713 -0.05 -0.03 -0.15
C 1.629939 1.831801 -0.238666 0.00 -0.17 -0.29
C 2.328741 2.778563 -0.992161 0.17 -0.14 -0.10
C 2.807746 2.453685 -2.268797 -0.39 0.01 0.24
C 2.553003 1.191520 -2.806333 0.05 -0.31 -0.24
C 1.847703 0.237241 -2.081376 0.01 0.52 0.26
C -1.279000 -0.839730 -0.721348 -0.27 0.80 0.15
C -2.100955 -1.942649 -0.285355 -0.26 0.73 -1.18
C -2.989834 -2.477316 -1.265013 -0.64 0.62 1.41
C -3.297567 -1.707855 -2.388536 -0.22 -0.32 -0.57
C -2.598162 -0.542751 -2.697279 -0.20 0.13 -0.13
C -1.518083 -0.144552 -1.917034 0.12 -0.79 0.24
C -0.111397 0.024451 1.642250 -0.22 -0.18 0.61
C 0.213798 -0.614142 2.846794 -0.44 0.29 -0.12
C -0.478580 -0.213202 3.990880 0.01 0.15 0.13
C -1.455093 0.791511 3.924260 0.28 -0.07 -0.10
C -1.718702 1.459984 2.718072 0.23 -0.03 0.01
C -1.040284 1.080259 1.565025 -0.22 -0.36 0.51
H -2.101544 -2.256423 0.775784 0.27 -0.26 -0.61
H -3.575263 -3.379986 -1.050777 0.16 0.43 0.01
H -4.145986 -1.996975 -3.018353 0.49 -0.08 0.14
H -2.895268 0.063578 -3.546705 -0.01 -0.14 0.01
H -0.850213 0.674492 -2.203342 -0.36 -0.26 0.06
H 1.312483 2.043290 0.784912 0.05 0.07 -0.47
H 2.506702 3.775396 -0.586558 0.01 -0.34 -0.04
H 3.359618 3.186550 -2.862254 -0.20 -0.23 0.27
H 2.894310 0.944630 -3.807903 0.07 0.07 0.18
H 1.679090 -0.758385 -2.508269 0.04 0.21 -0.02
H 0.957940 -1.415785 2.871233 -0.30 0.30 0.13
H -0.252224 -0.686325 4.945829 -0.12 0.11 -0.23
H -2.004728 1.061879 4.829858 0.21 -0.07 -0.35
H -2.447832 2.268038 2.667714 0.15 -0.24 0.11
H -1.265953 1.530346 0.594972 0.02 0.01 0.40
H 3.631234 2.327179 1.856480 -0.18 -0.12 0.34
H 3.226259 2.116711 2.455363 0.23 0.12 -0.27
O 2.759288 -2.143600 0.901334 -3.64 -0.55 -2.09
C 1.815171 -2.396163 0.255595 4.77 -0.98 1.61
```
Forces are in eV/Å.

Computed properties:
2S+1	7
total charge	+2
HOMO (spin up / spin down)	-15.368 / -15.431	eV
<S²>	12.74
strongest force on any atom	5.13	eV/A
E_LUMO (spin up / spin down)	-8.747 / -8.465	eV
Kohn-Sham gap (spin up / spin down)	6.62 / 6.97	eV
E_tot	-66254.58541	eV
relative energy (zero: lowest compared OMol25 entry of this formula, charge and spin)	0.000	eV

---

Entry 3:
# C6H14O2

A 3-piece molecular cluster, C6H14O2 overall in a non-equilibrium geometry (ωB97M-V with the def2-TZVPD basis set, OMol25).

The geometry in XYZ format:
```
22
Properties=species:S:1:pos:R:3:forces:R:3
C 1.210294 1.030346 2.027848 -0.60 -0.59 -0.54
C 1.635636 -0.132978 1.523910 0.11 1.03 1.04
C 0.681767 -1.116838 0.981139 -0.09 -0.54 -0.76
C 0.528175 -1.348277 -0.321576 0.79 0.01 0.15
C -0.354696 -2.357714 -0.986876 -0.45 0.01 0.42
C -1.736011 -1.829347 -1.389083 -0.02 0.75 -0.33
H 1.790810 1.775511 2.549573 0.36 -0.10 -0.09
H 0.156266 1.249838 1.892536 -0.02 0.22 0.19
H 2.685207 -0.382545 1.644452 0.02 -0.27 -0.18
H 0.111210 -1.704690 1.695925 -0.10 0.09 0.06
H 1.229069 -0.840618 -0.982930 -0.27 0.30 -0.07
H 0.138484 -2.703947 -1.892733 0.11 -0.12 0.00
H -0.471637 -3.213475 -0.319527 -0.05 -0.11 -0.08
H -2.456872 -1.703056 -0.582500 0.12 -0.48 0.24
H -2.157939 -2.429711 -2.193088 -0.20 -0.12 0.15
H -1.663769 -0.808676 -1.782018 0.28 -0.10 -0.24
O -1.549361 1.922903 -0.412592 -0.15 -0.77 0.09
H -1.355646 2.702948 -0.912924 0.01 0.82 -0.36
H -1.843703 1.296163 -1.086990 0.05 -0.02 0.25
O 1.077176 3.889999 0.386833 -0.83 0.05 -0.83
H 1.779481 3.261356 0.470806 0.94 -0.50 0.46
H 0.566064 3.442818 -0.310176 -0.03 0.42 0.43
```
Forces are in eV/Å.

Computed properties:
SMILES string	C=C/C=C/CC.O.O
HOMO	-9.403	eV
strongest force on any atom	1.47	eV/A
E_LUMO	0.590	eV
Kohn-Sham gap	9.99	eV
E_tot	-10542.37366	eV
relative energy (zero: lowest compared OMol25 entry of this formula, charge and spin)	2.243	eV